No. 1
The following is a DFT calculation (ωB97M-V/def2-TZVPD) of the molecule CH4P2 in a non-equilibrium geometry.

Results
relative energy (zero: lowest compared OMol25 entry of this formula, charge and spin) = 4.6513 eV
LUMO level (alpha / beta) = -1.67 / -1.74 eV
orbital gap (alpha / beta) = 6.096 / 6.001 eV

Geometry as ORCA input:
```
! RIJCOSX wB97M-V def2-TZVPD def2/J DEFGRID3
* xyz 0 1
P 3.45 0.17 -0.18
P 1.04 -0.05 -0.01
C -0.80 0.35 -0.10
H -0.95 1.21 0.46
H 1.27 -1.34 -0.41
H -1.14 0.36 -1.07
H 1.31 -0.48 1.19
*
```

---

No. 2
The following is a DFT calculation (ωB97M-V/def2-TZVPD) of a structure of composition CH4P2S in a non-equilibrium geometry.

Results
relative energy (zero: lowest compared OMol25 entry of this formula, charge and spin) = 3.7916 eV
LUMO level = -0.95 eV
orbital gap = 7.793 eV

Geometry as ORCA input:
```
! RIJCOSX wB97M-V def2-TZVPD def2/J DEFGRID3
* xyz 0 1
S -0.17 0.60 -2.50
P -0.79 0.75 -0.63
P 1.04 -0.85 0.89
C -0.13 0.30 1.07
H 1.93 -1.32 -0.07
H 1.41 -1.50 2.05
H -1.32 2.00 -0.32
H -1.97 0.02 -0.50
*
```

---

No. 3
The following is a DFT calculation (ωB97M-V/def2-TZVPD) of the molecule CH4P2S3 in a non-equilibrium geometry.

Results
structure (SMILES) = CSP1#[PH]SS1
relative energy (zero: lowest compared OMol25 entry of this formula, charge and spin) = 1.3005 eV
LUMO level = -0.67 eV
orbital gap = 7.610 eV

Geometry as ORCA input:
```
! RIJCOSX wB97M-V def2-TZVPD def2/J DEFGRID3
* xyz 0 1
S -1.96 -1.53 0.16
S -3.45 -0.09 -0.19
S 0.74 0.51 -0.95
P -2.23 1.61 0.31
P -0.61 0.13 0.70
C 2.12 -0.50 -0.46
H 2.10 -1.65 -0.77
H 3.01 -0.05 -1.11
H -2.19 1.89 1.80
H 2.49 -0.33 0.53
*
```